ORCA calculation (wB97M-V/def2-TZVPD) on the molecule C4H12N2O in a non-equilibrium geometry.

XYZ file:
```
19
Properties=species:S:1:pos:R:3:forces:R:3
C 0.720 -0.371 -1.821 0.786 -2.570 2.021
C 0.092 0.054 -0.458 -0.019 -1.097 -1.976
C 1.178 0.454 0.527 -0.454 -0.936 0.268
N 1.588 1.867 0.303 -1.476 -0.790 1.542
N -0.776 -1.085 0.114 1.869 0.448 -1.390
C -1.657 -0.732 1.101 -0.538 0.616 3.100
O -2.520 0.370 0.785 -1.129 -0.414 -1.161
H 1.434 -1.235 -1.603 -0.875 0.768 -0.247
H -0.121 -0.802 -2.312 -0.364 -0.192 -1.306
H 1.333 0.288 -2.419 -0.482 0.823 0.151
H -0.552 0.896 -0.790 0.291 -0.193 1.138
H 0.694 0.235 1.476 0.387 0.632 0.595
H 2.089 -0.253 0.528 -1.429 0.900 -0.451
H 2.551 1.714 0.251 1.967 0.876 -0.193
H 1.409 2.360 1.200 0.303 -0.179 -1.000
H -1.100 -1.912 -0.370 0.705 0.560 -0.816
H -1.103 -0.401 2.049 -0.798 0.103 -1.189
H -2.207 -1.628 1.489 0.094 0.544 -0.728
H -3.053 0.181 -0.050 1.162 0.101 1.638
```
Positions in Å, forces in eV/Å.

Output
SMILES string	C[C@H](CN)NCO
ΔE to the lowest compared entry with this formula, charge and spin	55.4	kcal per mole
frontier orbital gap	0.3666	hartree
highest occupied orbital energy	-8.998	eV